1.
# C49H43As2Br2MnN6O2

A molecular structure, C49H43As2Br2MnN6O2 at a distorted geometry (the ωB97M-V functional and the def2-TZVPD basis, the OMol25 dataset).

Structure (ORCA input):
```
! RIJCOSX wB97M-V def2-TZVPD def2/J DEFGRID3
* xyz 2 5
Mn 0.1484 1.2963 -0.1619
C -2.5549 3.6092 0.4994
C -1.3808 3.7189 1.4180
C -1.4060 4.6666 2.4655
C -0.3486 4.8045 3.3126
C 0.7856 3.9805 3.1548
C 1.9477 3.9928 3.9721
Br 2.0892 5.1998 5.4026
C 2.9681 3.1243 3.7348
C 2.8808 2.1943 2.6694
Br 4.2767 0.9822 2.3596
C 1.7879 2.1745 1.8703
O 1.6484 1.3066 0.8315
C 0.7420 3.0629 2.0993
N -0.3274 2.9335 1.2347
H -3.3569 4.2712 0.8161
H -2.9362 2.5922 0.4929
H -2.2643 3.8809 -0.5148
H -2.2848 5.2874 2.5790
H -0.3727 5.5350 4.1113
H 3.8521 3.1338 4.3585
C 0.8455 -0.7732 -3.4964
C 2.2215 -0.1508 -3.3354
As 2.2453 1.3655 -2.1085
C 1.3689 2.7714 -3.1297
C 0.9841 3.9184 -2.4343
C 0.3730 4.9772 -3.0942
C 0.1225 4.8858 -4.4606
C 0.4941 3.7425 -5.1603
C 1.1246 2.6920 -4.4976
C 4.0988 1.8694 -2.1984
C 5.0327 0.9910 -1.6506
C 6.3860 1.2694 -1.7759
C 6.7989 2.4224 -2.4334
C 5.8629 3.3010 -2.9597
C 4.5041 3.0303 -2.8436
As 0.0435 -1.1081 -1.7362
C -1.5278 -2.0998 -2.2509
C -2.3345 -1.6066 -3.2758
C -3.4935 -2.2836 -3.6344
C -3.8556 -3.4480 -2.9658
C -3.0579 -3.9355 -1.9402
C -1.8946 -3.2639 -1.5816
C 1.2427 -2.4353 -1.0291
C 1.3941 -3.6786 -1.6407
C 2.3060 -4.5929 -1.1331
C 3.0730 -4.2678 -0.0190
C 2.9306 -3.0279 0.5873
C 2.0130 -2.1098 0.0869
H 0.8836 -1.7267 -4.0200
H 0.1763 -0.1136 -4.0491
H 2.6560 0.1898 -4.2734
H 2.9158 -0.8702 -2.9004
H 1.1904 4.0097 -1.3730
H 0.1033 5.8743 -2.5505
H -0.3464 5.7109 -4.9823
H 0.3167 3.6778 -6.2275
H 1.4354 1.8218 -5.0633
H 4.7149 0.0982 -1.1237
H 7.1183 0.5902 -1.3580
H 7.8550 2.6384 -2.5319
H 6.1874 4.2024 -3.4639
H 3.7816 3.7228 -3.2531
H -2.0599 -0.7071 -3.8156
H -4.1074 -1.9120 -4.4459
H -4.7536 -3.9804 -3.2521
H -3.3330 -4.8465 -1.4231
H -1.2755 -3.6585 -0.7845
H 0.8043 -3.9406 -2.5117
H 2.4211 -5.5589 -1.6078
H 3.7831 -4.9851 0.3742
H 3.5333 -2.7711 1.4501
H 1.9182 -1.1442 0.5677
N -1.9099 -3.3516 5.1785
C -2.6703 -4.4076 5.6476
C -2.6685 -5.0994 6.8616
C -3.5897 -6.1124 6.9806
C -4.4855 -6.4342 5.9353
C -4.4759 -5.7453 4.7477
C -3.5445 -4.7101 4.6060
N -3.3209 -3.8644 3.5274
C -2.3521 -3.0851 3.9117
C -1.8042 -2.0290 3.0518
C -2.3073 -1.8985 1.7606
C -1.7943 -0.9273 0.9408
N -0.8217 -0.0714 1.3034
C -0.3570 -0.1824 2.5525
C -0.8140 -1.1370 3.4431
H -1.1608 -2.9003 5.6719
H -1.9856 -4.8580 7.6662
H -3.6313 -6.6812 7.9004
H -5.1915 -7.2414 6.0816
H -5.1591 -5.9854 3.9430
H -3.0879 -2.5657 1.4190
H -2.1695 -0.8378 -0.0665
H 0.4204 0.5046 2.8565
H -0.3771 -1.1641 4.4333
N -2.4378 2.5726 -3.0972
C -2.3498 1.7774 -2.0359
N -3.3935 1.0324 -1.6658
O -1.2588 1.7550 -1.3970
H -3.2838 2.6639 -3.6337
H -1.6392 3.1409 -3.3410
H -4.2228 0.9584 -2.2312
H -3.2709 0.3610 -0.9276
*
```

Calculated values
Largest force on an atom   0.028 Eh/bohr
Energy relative to the best compared isomer or geometry (same formula, charge and spin)   82.2 kJ/mol
E   -357619.7590 eV
Expectation value of S²   6.088

Atom charges from the Löwdin analysis, given in e for atoms 1 to 5: number 1, Mn, carries 0.809; number 2, C, carries -0.005; number 3, C, carries -0.263; number 4, C, carries 0.016; number 5, C, carries 0.019

2.
# C5H2F3N2O2

A gas-phase ion, C5H2F3N2O2 (charge -1) at a distorted geometry (the ωB97M-V functional and the def2-TZVPD basis, the OMol25 dataset).

Structure (ORCA input):
```
! RIJCOSX wB97M-V def2-TZVPD def2/J DEFGRID3
* xyz -1 3
C -1.4834 -0.6315 0.1738
C -2.0142 0.6809 0.4881
C 1.5590 1.9410 -0.3037
C -0.1583 -0.5995 -0.0815
C 0.8904 -1.6186 -0.2038
N -1.0367 1.5522 0.4725
N 0.0798 1.0049 0.0632
O 2.2719 1.7665 0.6073
O 1.3370 2.5445 -1.3181
F 1.6696 -1.3977 -1.2720
F 1.5822 -1.9388 0.8395
F 0.2406 -2.8657 -0.5649
H -2.0632 -1.5672 0.2058
H -2.8748 1.1291 0.8938
*
```

Calculated values
Largest force on an atom   0.089 Eh/bohr
E   -20441.8438 eV
Expectation value of S²   2.014

Atom charges from the natural (NBO) analysis, given in e for atoms 1 to 5: number 1, C, carries -0.404; number 2, C, carries 0.104; number 3, C, carries 0.967; number 4, C, carries -0.132; number 5, C, carries 0.944

3.
# C14H14AsCl3F6GeIN2O9P2Sr

A molecular structure, C14H14AsCl3F6GeIN2O9P2Sr at a distorted geometry (the ωB97M-V functional and the def2-TZVPD basis, the OMol25 dataset).

Structure (ORCA input):
```
! RIJCOSX wB97M-V def2-TZVPD def2/J DEFGRID3
* xyz -1 1
Sr -0.2707 1.3262 -0.3135
C 1.7707 -0.3114 -3.8805
C 2.2529 -1.3548 -2.9175
N 2.9887 -2.3445 -3.3789
C 3.4258 -3.2847 -2.5254
C 3.1844 -3.2428 -1.1713
C 3.7741 -4.2874 -0.2621
O 2.8213 -4.9704 0.5479
C 2.4078 -2.1910 -0.6592
C 2.3250 -1.9524 0.7823
N 1.2988 -1.4855 1.3707
C 1.4343 -1.0361 2.6917
C 0.5746 -1.5506 3.6638
C 0.5672 -1.0491 4.9505
C 1.3967 0.0134 5.2856
C 2.2454 0.5469 4.3308
C 2.2862 0.0131 3.0492
I 3.5905 0.9077 1.6756
C 1.8695 -1.2305 -1.5433
O 1.0948 -0.2759 -1.1665
H 2.2370 -0.4706 -4.8506
H 2.0103 0.6907 -3.5170
H 0.6837 -0.3555 -3.9916
H 3.9917 -4.1033 -2.9586
H 4.5535 -3.8382 0.3684
H 4.2506 -5.0598 -0.8661
H 2.1929 -4.3298 0.8971
H 3.2500 -2.1344 1.3470
H -0.1016 -2.3427 3.3684
H -0.1080 -1.4681 5.6857
H 1.3682 0.4428 6.2785
H 2.8738 1.3924 4.5739
O -4.3882 0.0477 -3.2283
P -3.4218 -0.1370 -1.9856
O -3.1467 -1.5137 -1.6224
O -2.1600 0.7758 -2.3913
O -4.1421 0.7544 -0.8606
P -3.3504 1.2797 0.4604
O -4.5059 1.5532 1.4666
O -2.3441 0.2898 0.8528
O -2.7149 2.6366 -0.0394
H -4.8715 -0.7698 -3.4013
H -4.9949 2.3722 1.2684
F 0.3931 2.3740 1.4089
As -3.0970 4.4654 0.6011
F -3.0994 4.9732 -1.0457
F -1.4087 4.6846 0.6497
F -3.4585 6.0347 1.1668
F -3.1199 3.8142 2.1886
F -4.7949 4.0429 0.4316
Cl -2.1367 2.3983 -4.9399
Ge -2.4088 2.5299 -2.7990
Cl -4.4294 3.1243 -2.7330
Cl -0.6393 3.6055 -2.3129
*
```

Calculated values
Largest force on an atom   0.035 Eh/bohr
Energy relative to the best compared isomer or geometry (same formula, charge and spin)   261.5 kJ/mol
E   -234913.7820 eV

Atom charges from the Löwdin analysis, given in e for atoms 1 to 5: number 1, Sr, carries 1.399; number 2, C, carries -0.035; number 3, C, carries -0.268; number 4, N, carries 0.094; number 5, C, carries -0.130

4.
# C15H23N2O4

2 unconnected molecules or ions with the total composition C15H23N2O4 at a distorted geometry (the ωB97M-V functional and the def2-TZVPD basis, the OMol25 dataset).

Structure (ORCA input):
```
! RIJCOSX wB97M-V def2-TZVPD def2/J DEFGRID3
* xyz -1 1
C 0.4076 0.4153 -0.3715
C -0.6872 0.7395 -1.5910
C -0.0633 0.3959 -3.0748
C -2.1781 0.1150 -1.3117
C -2.3545 -1.4671 -1.7030
C -3.9903 -1.7240 -1.9366
C -1.9144 -2.4256 -0.4497
O -1.7516 -3.8502 -0.7720
N -0.9874 -4.0526 -1.8577
C 0.4247 -3.5422 -1.6788
C 1.4260 -4.1967 -2.8292
O 1.7380 -3.4218 -3.8971
H 1.3892 1.0324 -0.6564
H -0.0111 0.7563 0.6926
H 0.7413 -0.7125 -0.3616
H -0.8170 1.9260 -1.5614
H -0.8825 -0.0813 -3.7941
H 0.3282 1.3901 -3.5879
H 0.8244 -0.3992 -3.0452
H -2.4438 0.2403 -0.1656
H -2.9307 0.7400 -1.9940
H -1.8516 -1.7177 -2.7289
H -4.2008 -2.7550 -2.4668
H -4.6058 -1.6431 -0.9301
H -4.3600 -0.8421 -2.6420
H -2.8081 -2.3675 0.3401
H -0.9829 -1.9525 0.1282
H 0.8327 -3.7333 -0.5745
H 0.5086 -2.3614 -1.8336
H 1.8810 -5.2791 -2.7105
C 3.2185 1.5097 4.1628
C 2.2617 2.0709 5.0100
C 1.4394 3.1018 4.5513
C 1.5815 3.5621 3.2349
C 2.5465 3.0057 2.3848
C 3.3650 1.9771 2.8557
N 0.7029 4.6281 2.7388
O -0.1254 5.1076 3.5273
O 0.8368 4.9847 1.5594
H 3.8536 0.7022 4.5232
H 2.1546 1.7022 6.0279
H 0.6985 3.5286 5.2238
H 2.6709 3.3567 1.3625
H 4.1150 1.5367 2.2025
*
```

Calculated values
Largest force on an atom   0.151 Eh/bohr
Energy relative to the best compared isomer or geometry (same formula, charge and spin)   1053.6 kJ/mol
E   -27088.1158 eV

Atom charges from the natural (NBO) analysis, given in e for atoms 1 to 5: number 1, C, carries -0.644; number 2, C, carries -0.206; number 3, C, carries -0.655; number 4, C, carries -0.416; number 5, C, carries -0.268

5.
# C4H11NO3

2 unconnected molecules or ions with the total composition C4H11NO3 at a distorted geometry (the ωB97M-V functional and the def2-TZVPD basis, the OMol25 dataset).

Structure (ORCA input):
```
! RIJCOSX wB97M-V def2-TZVPD def2/J DEFGRID3
* xyz 0 1
C 2.2055 -0.3097 -1.1790
C 0.7792 -0.7985 -1.0175
N -0.0027 0.0263 -0.0610
C -0.7507 -0.7457 0.9339
C -0.0115 -1.2557 2.1550
O -0.0568 -0.3243 3.1311
O 0.3474 -2.3878 2.3144
H 2.6933 0.2129 -0.3533
H 2.2306 0.5311 -1.8756
H 2.8111 -1.0960 -1.6332
H 0.8539 -1.8066 -0.6146
H 0.1650 -0.8968 -1.9105
H 0.5306 0.7746 0.3452
H -1.6165 -0.1467 1.2212
H -1.1521 -1.6174 0.4235
H 0.0999 -0.5142 4.0498
H -2.6316 4.1380 -4.1836
H -2.3745 5.3205 -5.2373
O -2.0809 4.4591 -4.9021
*
```

Calculated values
Largest force on an atom   0.039 Eh/bohr
Energy relative to the best compared isomer or geometry (same formula, charge and spin)   170.2 kJ/mol
E   -11958.3451 eV
SMILES   CCNCC(=O)O.O

Atom charges from the natural (NBO) analysis, given in e for atoms 1 to 5: number 1, C, carries -0.634; number 2, C, carries -0.221; number 3, N, carries -0.623; number 4, C, carries -0.323; number 5, C, carries 0.775

6.
# C4H4N2O

A single C4H4N2O molecule at a distorted geometry (the ωB97M-V functional and the def2-TZVPD basis, the OMol25 dataset).

Structure (ORCA input):
```
! RIJCOSX wB97M-V def2-TZVPD def2/J DEFGRID3
* xyz 0 1
N -1.0961 1.0782 -0.3955
C -0.4113 1.8575 0.3509
C 0.3728 -0.4953 -1.1834
C -0.0841 -0.6553 1.2386
C 0.5470 -1.1151 0.1143
N -0.3469 0.5170 -1.5524
O 0.0600 2.7512 0.8833
H -1.2721 0.2330 0.3599
H 0.8522 -0.9602 -2.0442
H 0.1727 -1.2246 2.1349
H 1.2058 -1.9863 0.0937
*
```

Calculated values
Largest force on an atom   0.032 Eh/bohr
Energy relative to the best compared isomer or geometry (same formula, charge and spin)   559.8 kJ/mol
E   -9234.6864 eV

Atom charges from the natural (NBO) analysis, given in e for atoms 1 to 5: number 1, N, carries -0.566; number 2, C, carries 1.019; number 3, C, carries 0.093; number 4, C, carries -0.493; number 5, C, carries -0.421